Record 1
Below is a 2-piece molecular cluster, C41H39N2 overall, with properties calculated with ωB97M-V with the def2-TZVPD basis set.

charge: +1
energy above the lowest of the compared OMol25 structures with the same formula, charge and spin: 0.0 kJ/mol
frontier orbital gap: 3.774 eV
highest occupied orbital energy: -9.021 eV

Each line ends with the Löwdin charge.
CARTESIAN COORDINATES (ANGSTROEM)
N -1.440 -1.455 3.122  0.0444
N -0.901 0.578 3.763  0.0265
C -1.547 2.504 -2.494  -0.0187
C -0.996 -0.211 4.887  -0.0248
C -0.908 -1.913 -2.455  -0.0942
C -2.876 -2.475 1.456  -0.1915
C -2.421 -4.746 0.689  -0.2666
C -1.348 -4.828 1.580  -0.0078
C -3.756 -1.265 1.435  -0.0324
C -0.412 1.751 -2.113  -0.1497
C 1.757 1.451 3.130  -0.0231
C -0.995 0.173 1.340  0.0684
C -1.463 -2.979 -3.149  0.0041
C -0.096 4.718 3.655  -0.2581
C 0.194 6.187 3.711  -0.0477
C 1.310 -0.126 -0.146  -0.0268
C 0.146 -1.863 -1.446  -0.0910
C 0.894 3.798 3.302  0.0057
C -2.749 -5.928 -0.174  -0.0513
C -0.987 -3.739 2.376  -0.1961
C 1.907 -1.141 0.603  -0.0560
C -1.364 4.252 4.005  0.0037
C -1.769 -2.571 2.308  -0.1273
C -2.243 -0.314 -3.746  0.0071
C -1.316 -0.559 -2.731  -0.0888
C -1.348 -1.451 4.496  -0.0243
C -1.411 3.821 -2.923  -0.0513
C 0.645 2.422 3.362  -0.1936
C 0.782 -2.857 -0.716  0.0186
C -2.976 2.426 4.575  -0.0273
C 0.417 -0.481 -1.162  -0.1502
C -2.350 -2.705 -4.201  -0.0409
C -1.155 -0.188 2.649  -0.2489
C 1.664 -2.490 0.305  -0.0403
C 0.244 -3.830 3.220  -0.0389
C 0.981 3.711 -2.505  -0.0536
C 0.852 2.394 -2.073  -0.0015
C -3.195 -3.581 0.657  0.0091
C -1.631 2.887 4.112  -0.1898
C -2.741 -1.387 -4.494  -0.0499
C -0.508 0.328 -1.907  0.0081
C -0.141 4.419 -2.959  -0.0479
C -0.635 1.984 3.721  -0.1379
H -3.399 -6.638 0.358  0.0927
H -4.269 -1.079 2.391  0.1006
H -1.192 -3.997 -2.866  0.1191
H 0.976 -3.038 3.003  0.0763
H -3.271 -5.613 -1.084  0.0764
H 0.563 -3.898 -0.940  0.1213
H 1.652 0.909 2.181  0.0348
H 1.501 0.926 0.061  0.1079
H -1.555 -2.329 5.081  0.1313
H -3.434 -1.201 -5.319  0.1146
H -1.839 -6.472 -0.462  0.0816
H -2.559 0.697 -3.976  0.1028
H 0.010 -3.817 4.294  0.0800
H 1.886 4.147 3.006  0.1208
H -2.165 4.955 4.240  0.1266
H -0.738 1.200 1.130  0.0806
H 1.844 0.707 3.935  0.0974
H -0.327 6.742 2.921  0.0888
H -2.756 -3.524 -4.795  0.1138
H -3.507 3.296 4.979  0.0835
H -4.514 -1.403 0.655  0.0850
H -0.775 0.182 5.864  0.1371
H 0.736 -4.787 2.999  0.0855
H -1.229 -0.604 0.624  0.0622
H 2.168 -3.255 0.896  0.1147
H -0.018 5.436 -3.333  0.1142
H 2.701 2.011 3.089  0.0897
H -2.925 1.664 5.366  0.0795
H -3.207 -0.354 1.183  0.0526
H 2.561 -0.887 1.439  0.1117
H -4.070 -3.525 0.002  0.1243
H 1.967 4.183 -2.514  0.1153
H -0.135 6.606 4.671  0.0891
H -0.758 -5.748 1.652  0.1259
H -2.531 2.032 -2.472  0.1158
H -2.289 4.369 -3.274  0.1155
H 1.267 6.362 3.605  0.0777
H -3.578 2.033 3.743  0.0932
H 1.733 1.814 -1.797  0.1131

---

Record 2
Below is C41H41BiBrN4O7S4 as an isolated structure, with properties calculated with ωB97M-V with the def2-TZVPD basis set.

charge: -1
energy above the lowest of the compared OMol25 structures with the same formula, charge and spin: 353.7 kJ/mol
frontier orbital gap (alpha / beta): 6.434 / 6.442 eV
highest occupied orbital energy (alpha / beta): -4.234 / -4.241 eV

Each line ends with the Löwdin charge.
CARTESIAN COORDINATES (ANGSTROEM)
Bi 0.334 0.532 0.180  1.9738
Br 0.264 9.630 0.252  0.6947
S 3.928 -0.247 -3.801  1.1205
S 0.173 1.726 -4.359  1.0702
S 1.192 -3.124 -3.281  1.0666
S 2.574 -4.902 0.646  0.6120
O -2.790 -0.329 0.615  0.0001
O 0.381 -1.953 0.778  -0.1811
O 0.575 2.820 0.041  -0.1957
O 0.778 0.615 -1.970  -0.4363
O 3.312 -5.200 1.848  -0.3223
O -1.578 3.030 0.624  -0.0187
O 3.122 -5.413 -0.583  -0.3216
N -4.694 0.757 0.043  -0.1455
N -4.545 -0.314 2.114  -0.1517
N 2.229 -3.317 0.557  -0.0253
N 0.855 0.655 2.891  -0.3432
C 0.724 0.541 -6.557  -0.1987
C 2.193 1.223 3.011  -0.1751
C 3.053 0.903 1.803  -0.2335
C -1.028 -6.811 1.206  -0.0852
C 1.111 6.930 -0.072  -0.1231
C 2.506 0.771 0.595  -0.2316
C -0.288 5.001 0.292  -0.1246
C 4.884 0.678 -0.493  -0.1911
C 0.938 5.554 -0.060  -0.0079
C -6.122 0.555 -0.098  -0.0744
C 2.745 -0.593 -2.708  -0.4525
C -3.789 -1.187 2.994  -0.0595
C 5.346 0.601 0.933  -0.0472
C -0.478 3.498 0.325  -0.6255
C 3.339 -0.668 -1.336  -0.2105
C 0.889 -5.461 0.854  -0.2071
C 0.042 7.739 0.273  -0.6918
C 0.939 -3.075 0.708  -0.5206
C -1.188 7.212 0.629  -0.1291
C -1.252 -4.408 1.076  -0.0146
C 0.157 1.680 -6.076  -0.4314
C 0.946 0.193 -4.276  -0.4766
C -0.191 1.456 3.512  -0.0930
C -1.344 5.834 0.634  -0.0175
C 4.904 -0.605 -1.388  -0.2427
C 5.256 -0.348 -2.829  -0.4070
C 0.113 -4.323 0.889  -0.1390
C -4.014 1.315 -1.117  -0.0418
C -0.769 -1.856 -2.246  -0.1279
C -1.819 -5.666 1.240  -0.0770
C 1.176 -0.321 -5.516  -0.1623
C 0.834 -0.719 3.382  -0.0953
C 0.346 -6.719 1.006  -0.0418
C -5.254 0.728 2.840  -0.0635
C -3.927 0.009 0.902  -0.5020
C 1.251 -0.348 -2.873  -0.6027
C -1.172 -3.219 -2.329  -0.1867
C 4.517 0.787 1.962  -0.0421
C 3.338 0.714 -0.634  -0.2338
C -0.215 -4.014 -2.879  -0.4095
C 0.488 -1.656 -2.728  -0.4579
H -3.112 -1.783 2.398  0.0684
H -5.793 1.383 2.163  0.0669
H 6.233 -0.461 -3.274  0.0383
H -1.388 -1.071 -1.828  0.0927
H 2.100 2.312 3.056  0.1273
H 2.061 7.369 -0.342  0.0977
H -6.682 1.478 0.085  0.0828
H 1.644 -1.281 -5.684  0.0960
H -3.977 0.604 -1.949  0.0933
H -2.888 -5.762 1.392  0.0975
H -1.486 -7.784 1.332  0.0970
H -2.005 7.868 0.897  0.0951
H -0.110 -1.194 3.120  0.0774
H 1.749 4.887 -0.321  0.1192
H -2.127 -3.590 -1.978  0.0984
H 0.971 -7.604 0.977  0.1166
H 4.910 0.780 2.975  0.0987
H -1.157 0.984 3.326  0.0759
H -6.346 0.225 -1.116  0.0869
H -3.001 1.596 -0.842  0.0650
H -0.214 2.449 3.063  0.0791
H 5.396 1.512 -0.981  0.1372
H -2.290 5.382 0.907  0.1154
H -0.240 -5.079 -3.048  0.0622
H -4.553 2.207 -1.440  0.0895
H 2.674 0.898 3.946  0.1200
H 1.632 -1.288 2.908  0.0894
H -6.466 -0.210 0.593  0.0856
H 2.905 -1.464 -0.730  0.1210
H 6.407 0.446 1.108  0.1006
H 0.969 -0.750 4.475  0.0911
H -4.558 1.341 3.427  0.0927
H -0.050 1.558 4.599  0.0884
H 2.985 1.496 -1.310  0.1467
H 0.814 0.310 -7.610  0.0924
H -3.193 -0.621 3.719  0.0830
H -4.475 -1.839 3.539  0.0857
H -5.966 0.268 3.528  0.0879
H -1.844 -3.506 1.074  0.1056
H 5.442 -1.457 -0.962  0.1416
H -0.265 2.498 -6.641  0.0524

---

> Among the records above, which one has the highest charge?

C41H39N2